A molecular structure, C3H8IOZn at a distorted geometry. Source: the Open Molecules 2025 dataset; level of theory: ωB97M-V with the def2-TZVPD basis set.

Results
net charge	+1
molar mass	252.39	g/mol
calculated total energy	-2271.02824	hartree

Geometry as XYZ:
```
14
Properties=species:S:1:pos:R:3:forces:R:3:lowdin_charge:R:1
Zn 4.283 -1.564 4.015 -0.90 1.23 -1.16 0.803
I 3.084 0.157 2.427 0.97 -1.21 1.16 0.300
C -1.208 -0.783 -1.349 0.60 -0.88 -0.70 -0.065
C -0.167 -0.093 -0.492 -1.36 0.85 0.01 -0.500
C -0.593 1.364 -0.255 0.17 -0.47 -0.12 -0.058
O -0.140 -0.782 0.757 0.54 -0.43 -0.09 -0.082
H -0.971 -1.848 -1.428 -0.05 0.00 0.24 0.082
H -1.094 -0.434 -2.378 -0.30 0.27 0.07 0.086
H -2.243 -0.705 -1.023 0.08 0.31 0.20 0.089
H 0.770 -0.105 -1.061 0.26 -0.27 0.44 0.132
H -0.934 1.788 -1.198 0.17 0.26 0.05 0.083
H 0.227 1.957 0.158 -0.08 0.14 -0.04 0.067
H -1.433 1.364 0.439 0.00 0.06 0.02 0.088
H 0.417 -0.317 1.387 -0.11 0.15 -0.07 -0.025
```
Positions in Å, forces in eV/Å.

A molecular structure, C41H52FNO3Pd. Source: the Open Molecules 2025 dataset; level of theory: ωB97M-V with the def2-TZVPD basis set.

Results
net charge	0
molar mass	732.29	g/mol
calculated total energy	-2101.71546	hartree

Geometry as XYZ:
```
99
Properties=species:S:1:pos:R:3:forces:R:3:lowdin_charge:R:1
Pd 1.325 0.620 -0.049 0.91 -0.02 -0.33 0.934
C 2.569 0.992 1.717 0.09 -0.13 -0.08 -0.105
C 2.728 -0.485 1.745 -0.18 -0.01 -0.42 -0.132
C 3.410 -0.831 0.574 -0.25 0.12 0.21 -0.128
C 3.653 0.420 -0.144 0.10 0.05 0.23 -0.079
C 3.343 1.528 0.642 -0.10 -0.03 0.08 -0.262
C 3.734 2.968 0.358 -0.07 0.07 0.04 -0.553
C 5.164 2.997 -0.194 -0.02 -0.02 -0.04 -0.052
C 2.799 3.619 -0.671 0.04 0.00 0.01 -0.044
C 3.706 3.784 1.655 -0.08 -0.03 -0.02 -0.049
C 3.860 -2.141 -0.079 -0.03 -0.06 -0.01 -0.520
C 4.344 -3.204 0.910 0.05 0.01 0.08 -0.056
C 2.736 -2.719 -0.948 -0.08 -0.07 0.08 -0.032
C 5.059 -1.868 -1.007 -0.03 0.03 -0.02 -0.060
C 2.100 -1.305 2.872 0.00 0.01 0.08 -0.527
C 1.135 -0.441 3.698 -0.02 0.05 -0.11 -0.071
C 1.256 -2.468 2.335 -0.04 -0.05 0.01 -0.046
C 3.163 -1.792 3.870 0.00 -0.01 -0.02 -0.037
H 2.221 1.558 2.562 0.02 0.05 0.03 0.084
H 4.124 0.474 -1.110 0.03 0.01 -0.02 0.110
H 5.220 2.513 -1.169 0.01 -0.02 -0.01 0.080
H 5.855 2.487 0.478 0.01 0.00 0.03 0.090
H 5.499 4.030 -0.315 0.00 0.01 -0.01 0.082
H 2.771 3.036 -1.595 0.01 0.00 0.01 0.088
H 3.136 4.633 -0.905 0.00 -0.01 -0.01 0.085
H 1.778 3.675 -0.288 0.03 0.00 0.00 0.051
H 4.357 3.343 2.411 0.02 -0.01 0.00 0.091
H 2.699 3.844 2.069 -0.01 -0.01 0.02 0.067
H 4.044 4.804 1.463 0.01 0.01 -0.01 0.084
H 3.564 -3.572 1.568 0.08 0.02 0.02 0.050
H 5.166 -2.828 1.523 0.00 0.02 0.01 0.090
H 4.716 -4.061 0.345 0.00 0.00 0.01 0.083
H 1.858 -2.968 -0.350 -0.01 -0.01 0.02 0.071
H 3.078 -3.632 -1.445 0.01 -0.01 -0.02 0.091
H 2.434 -2.010 -1.715 0.06 0.00 -0.03 0.054
H 5.844 -1.311 -0.492 0.02 -0.01 0.02 0.093
H 4.765 -1.313 -1.897 -0.01 0.01 -0.01 0.082
H 5.478 -2.818 -1.344 -0.01 -0.01 0.00 0.082
H 0.339 -0.048 3.067 -0.02 0.04 -0.01 0.050
H 1.639 0.397 4.180 0.01 0.00 0.03 0.085
H 0.684 -1.049 4.484 -0.01 -0.02 -0.01 0.088
H 0.532 -2.093 1.605 0.01 0.00 0.05 0.080
H 0.708 -2.939 3.156 0.00 -0.01 0.01 0.085
H 1.844 -3.241 1.848 -0.09 0.07 0.02 0.050
H 3.702 -0.939 4.285 0.01 0.02 0.00 0.090
H 3.891 -2.460 3.426 0.08 -0.08 -0.11 0.057
H 2.680 -2.318 4.698 0.00 -0.01 0.00 0.084
C -3.343 -4.144 -3.262 -0.02 -0.02 -0.04 -0.016
C -3.368 -2.917 -4.164 0.04 0.02 0.00 -0.296
C -4.753 -2.547 -4.671 0.00 -0.08 -0.06 -0.132
C -5.664 -2.169 -3.514 -0.06 -0.01 0.02 -0.129
C -5.009 -1.139 -2.634 -0.15 0.15 0.14 -0.124
C -5.763 -0.319 -1.825 0.15 -0.13 -0.19 0.066
C -5.151 0.666 -1.051 0.14 -0.01 -0.01 -0.238
F -5.946 1.444 -0.306 -0.02 0.05 0.02 0.086
C -3.803 0.871 -1.061 -0.15 -0.01 -0.02 0.102
C -2.999 0.039 -1.859 -0.17 0.03 0.03 -0.017
C -1.575 0.233 -1.909 0.48 -0.06 -0.10 -0.169
O -1.029 1.238 -1.259 -0.37 -0.09 0.15 -0.080
C -0.822 -0.613 -2.722 0.12 0.15 0.26 0.020
C -1.483 -1.578 -3.452 -0.36 -0.12 0.05 0.061
N -2.801 -1.763 -3.431 0.29 0.12 0.10 0.034
C -3.607 -0.963 -2.639 0.05 -0.06 -0.03 -0.058
C 0.711 -0.630 -2.879 0.01 0.05 -0.02 -0.621
O 1.141 -1.473 -3.666 -0.05 0.05 -0.11 0.014
O 1.380 0.199 -2.206 -0.28 0.07 0.29 -0.079
H -3.790 -4.995 -3.776 0.01 0.00 -0.01 0.092
H -3.897 -3.971 -2.339 -0.01 0.01 0.01 0.087
H -2.319 -4.404 -2.996 0.01 0.00 0.01 0.090
H -2.698 -3.070 -5.010 -0.05 -0.04 0.00 0.151
H -5.160 -3.393 -5.227 0.00 0.01 0.01 0.125
H -4.667 -1.711 -5.368 0.01 0.01 0.01 0.131
H -5.917 -3.054 -2.923 0.02 0.00 -0.01 0.123
H -6.606 -1.769 -3.889 0.00 -0.02 0.00 0.125
H -6.842 -0.405 -1.797 -0.01 -0.03 -0.01 0.136
H -3.361 1.656 -0.469 -0.02 -0.05 -0.05 0.102
H -0.877 -2.236 -4.065 -0.05 -0.02 -0.03 0.151
C -0.197 2.829 2.033 0.03 -0.04 0.01 -0.041
C -1.186 2.316 0.973 0.07 0.07 -0.03 -0.463
C -1.371 3.488 -0.002 0.11 -0.01 -0.03 -0.046
C -0.622 1.061 0.223 -0.43 0.06 -0.35 -0.158
C -2.478 1.986 1.732 0.01 -0.04 0.03 -0.197
C -3.574 2.844 1.755 0.03 0.02 -0.01 -0.050
C -4.715 2.538 2.486 -0.02 0.03 0.01 -0.086
C -4.784 1.368 3.220 -0.05 -0.02 0.03 -0.095
C -3.695 0.507 3.222 -0.01 -0.04 0.02 -0.073
C -2.562 0.816 2.492 0.06 0.05 -0.05 -0.039
H 0.760 3.050 1.563 -0.03 -0.01 0.03 0.044
H -0.038 2.114 2.838 0.03 -0.08 -0.03 0.071
H -0.595 3.744 2.476 -0.02 0.01 0.04 0.097
H -0.432 3.674 -0.524 -0.01 -0.03 -0.01 0.082
H -1.628 4.392 0.550 0.02 0.03 0.00 0.086
H -2.131 3.315 -0.762 -0.02 0.01 0.04 0.080
H -1.204 0.177 0.506 0.11 0.02 0.16 0.083
H -3.559 3.761 1.183 0.01 0.03 -0.01 0.108
H -5.555 3.221 2.471 -0.01 0.01 0.00 0.105
H -5.673 1.127 3.788 -0.01 0.00 0.00 0.100
H -3.727 -0.408 3.799 0.00 -0.01 0.00 0.103
H -1.723 0.132 2.517 0.01 -0.01 0.02 0.095
```
Positions in Å, forces in eV/Å.

7 unconnected molecules or ions with the total composition H14O7 at a distorted geometry. Source: the Open Molecules 2025 dataset; level of theory: ωB97M-V with the def2-TZVPD basis set.

Results
net charge	0
molar mass	126.10	g/mol
calculated total energy	-535.06480	hartree
SMILES	O.O.O.O.O.O.O

Geometry as XYZ:
```
21
Properties=species:S:1:pos:R:3:forces:R:3:lowdin_charge:R:1
O 0.910 -0.429 2.320 0.83 -0.35 0.07 -0.042
H 1.317 -0.564 3.176 0.30 -0.33 0.13 0.062
H 0.234 0.213 2.505 -1.04 0.71 0.02 -0.015
O -2.215 0.629 -0.256 1.01 0.83 0.23 -0.020
H -3.105 0.329 -0.296 -1.20 -0.27 -0.28 0.055
H -2.149 1.476 -0.720 -0.17 -0.38 -0.05 0.089
O -0.895 -0.858 -3.301 0.30 0.95 1.70 -0.056
H -1.052 -1.042 -2.343 0.30 -0.01 -1.22 0.026
H -1.341 -1.522 -3.796 -0.54 -0.93 -0.43 0.013
O 0.003 -1.008 -0.213 -1.60 0.67 -0.83 -0.074
H -0.803 -0.427 -0.176 1.08 -0.73 -0.17 0.008
H 0.252 -1.084 0.701 0.59 -0.21 0.78 -0.009
O 2.116 -2.036 -1.893 0.59 2.06 -1.29 -0.095
H 2.112 -1.095 -2.253 0.41 -1.81 0.50 0.068
H 1.286 -1.976 -1.440 -0.91 -0.27 0.80 -0.041
O -1.145 1.390 2.457 0.04 -0.01 0.57 -0.021
H -1.986 1.151 2.084 -0.68 -0.66 -0.11 0.034
H -0.905 2.085 1.860 0.68 0.81 -0.42 0.047
O 2.358 1.484 0.150 -0.34 0.07 0.51 -0.058
H 3.045 2.080 0.445 0.34 0.24 -0.15 0.025
H 1.964 1.203 0.991 -0.02 -0.41 -0.37 0.004
```
Positions in Å, forces in eV/Å.

2 unconnected molecules or ions with the total composition C4H8N2. Source: the Open Molecules 2025 dataset; level of theory: ωB97M-V with the def2-TZVPD basis set.

Results
net charge	0
molar mass	84.12	g/mol
calculated total energy	-266.64223	hartree
SMILES	C=C=N.C=NC

Geometry as XYZ:
```
14
Properties=species:S:1:pos:R:3:forces:R:3:lowdin_charge:R:1
C 2.241 -1.183 -1.436 0.02 0.12 -0.01 -0.035
C 1.890 0.046 -1.124 -0.09 0.38 0.05 -0.292
N 1.602 1.208 -0.875 0.20 -0.69 -0.18 0.133
H 1.960 -1.589 -2.400 0.04 0.06 0.11 0.045
H 2.832 -1.784 -0.756 -0.10 0.12 -0.05 0.044
H 0.679 1.297 -0.420 0.06 -0.02 -0.03 0.023
C -1.433 1.432 1.443 0.08 -0.10 -0.18 -0.047
N -0.964 0.757 0.484 -0.19 0.22 0.38 -0.116
C -1.330 -0.642 0.372 -0.04 -0.15 0.00 -0.133
H -1.146 2.479 1.544 -0.04 -0.12 0.00 0.072
H -2.116 1.015 2.196 0.03 0.01 -0.11 0.077
H -0.440 -1.251 0.565 -0.13 0.08 -0.05 0.077
H -1.642 -0.851 -0.656 0.03 0.05 0.15 0.080
H -2.133 -0.936 1.065 0.12 0.05 -0.07 0.072
```
Positions in Å, forces in eV/Å.

2 unconnected molecules or ions with the total composition C4H12N3O2 at a distorted geometry. Source: the Open Molecules 2025 dataset; level of theory: ωB97M-V with the def2-TZVPD basis set.

Results
net charge	+1
molar mass	134.16	g/mol
calculated total energy	-474.18056	hartree

Geometry as XYZ:
```
21
Properties=species:S:1:pos:R:3:forces:R:3:lowdin_charge:R:1
O 2.397 -0.094 6.069 0.16 -0.14 0.41 0.062
O 2.274 -1.016 8.123 -0.99 0.19 -1.02 0.079
C 2.938 -0.407 7.106 -0.18 -0.11 0.14 -0.576
C 4.381 -0.195 7.453 0.62 0.24 -0.19 0.004
H 1.336 -1.113 7.804 1.10 0.07 0.49 0.145
H 4.906 0.299 6.618 -0.35 -0.25 0.37 0.090
H 4.874 -1.161 7.656 -0.29 0.38 0.03 0.098
H 4.471 0.441 8.350 -0.10 -0.36 -0.30 0.098
C 0.668 1.871 0.337 0.06 -0.02 0.08 -0.445
N 1.923 2.018 0.768 0.27 0.04 0.08 0.213
N 0.333 2.292 -0.877 -0.64 -0.11 -0.15 0.033
N -0.244 1.301 1.133 -0.18 -0.10 0.12 0.199
C 1.264 2.923 -1.807 0.26 0.21 -0.35 -0.045
H 2.623 2.454 0.162 -0.43 -0.38 0.63 0.127
H 2.185 1.695 1.703 -0.01 0.30 -0.72 0.148
H -0.637 2.163 -1.175 0.71 0.10 0.20 0.169
H -1.207 1.187 0.806 0.71 0.00 0.45 0.143
H 0.021 0.979 2.067 -0.40 0.18 -0.67 0.144
H 0.716 3.167 -2.733 0.33 -0.13 0.51 0.109
H 2.099 2.248 -2.060 -0.38 0.16 0.03 0.103
H 1.680 3.855 -1.388 -0.27 -0.28 -0.15 0.103
```
Positions in Å, forces in eV/Å.

C2H6N4S in the gas phase at a distorted geometry. Source: the Open Molecules 2025 dataset; level of theory: ωB97M-V with the def2-TZVPD basis set.

Results
net charge	0
molar mass	118.16	g/mol
calculated total energy	-697.00314	hartree
SMILES	[H]/N=C(NS)/C(N)=N\[H]

Geometry as XYZ:
```
13
Properties=species:S:1:pos:R:3:forces:R:3:lowdin_charge:R:1
H 1.337 1.849 0.151 -0.10 0.22 0.00 0.013
N 0.350 1.597 0.224 -0.20 -0.21 0.39 0.136
C 0.225 0.362 -0.041 0.57 0.91 -0.06 -0.478
N 1.256 -0.463 -0.418 0.79 0.20 0.53 -0.388
S 2.895 -0.126 -0.142 -0.35 -0.02 0.12 0.778
C -1.112 -0.295 -0.012 -0.74 -0.03 -0.59 -0.446
N -2.109 0.568 -0.402 3.37 1.13 0.07 0.142
N -1.339 -1.527 0.216 -0.17 0.29 0.01 0.133
H -0.489 -2.006 0.465 0.30 -0.25 0.05 0.030
H 1.015 -1.307 -0.863 -0.07 -1.04 -0.31 0.063
H 2.929 -0.376 1.196 -0.01 -0.02 -0.35 -0.119
H -1.977 1.505 -0.054 0.08 0.19 -0.26 0.087
H -2.979 0.219 -0.320 -3.47 -1.38 0.41 0.048
```
Positions in Å, forces in eV/Å.

Respective ΔE to the lowest compared entry with this formula, charge and spin values: 0.272; 0.000; 1.607; 2.171; 0.000; 0.624 eV.